1.
Density functional theory data (ωB97M-V/def2-TZVPD) for C20H15Br2ClIMnN8O3 as an isolated structure.

Last column: Löwdin spin population.
Atoms and positions in Å:
Mn  -0.6111  -0.1063  -0.2715  1.9807
Cl  -2.6921  3.9145  -5.3174  0.1196
C  -2.2970  3.2580  -3.8187  0.1966
C  -2.5907  3.9692  -2.6598  -0.0056
C  -2.2941  3.4753  -1.3959  0.1286
I  -2.7345  4.5334  0.2955  0.0829
C  -1.6689  2.1979  -1.2832  0.1648
O  -1.3549  1.6566  -0.1701  0.2018
C  -1.3652  1.4649  -2.4914  0.0426
N  -0.7881  0.2595  -2.2828  0.0161
C  -0.4810  -0.4879  -3.3361  -0.0031
C  -0.7323  -0.0624  -4.6432  0.0205
C  -1.3253  1.1614  -4.8619  0.0106
C  -1.6608  1.9610  -3.7570  0.0313
H  -3.0688  4.9349  -2.7617  -0.0023
H  -0.0421  -1.4585  -3.1390  -0.0010
H  -0.4644  -0.7057  -5.4698  0.0008
H  -1.5341  1.5011  -5.8680  0.0006
N  1.6004  2.5255  -0.3416  0.0037
N  2.7955  1.8005  -0.3691  -0.0004
C  2.8020  0.4704  -0.4745  0.0010
N  3.9554  -0.1568  -0.5841  0.0003
N  1.5748  -0.1407  -0.4407  0.0016
N  1.4999  -1.4682  -0.5685  0.0040
O  2.3781  -2.2581  -0.6994  0.0123
O  0.2626  -1.8211  -0.5385  0.0007
H  1.6093  3.1903  -1.1086  0.0003
H  1.5429  3.0430  0.5301  0.0001
H  3.6813  2.2910  -0.3464  0.0000
H  4.8219  0.3626  -0.6063  0.0001
H  4.0049  -1.1637  -0.6269  -0.0001
Br  -6.2906  -3.2388  0.8145  0.0075
C  -4.7202  -2.3294  0.4513  0.0114
C  -4.3978  -1.9576  -0.8505  -0.0020
C  -3.2160  -1.2901  -1.0719  0.0036
N  -2.3622  -0.9795  -0.0834  -0.0282
C  -2.6731  -1.3371  1.1850  0.0042
C  -3.8383  -2.0091  1.4819  -0.0015
C  -1.6734  -0.9434  2.1992  0.0036
C  -1.8101  -1.1790  3.5505  -0.0010
C  -0.8082  -0.7458  4.4165  0.0097
Br  -0.9540  -1.0461  6.2380  0.0061
C  0.2983  -0.0814  3.8934  -0.0017
C  0.3633  0.1133  2.5333  0.0039
N  -0.5927  -0.3115  1.6950  -0.0231
H  -5.0541  -2.1900  -1.6768  -0.0004
H  -2.9327  -0.9981  -2.0721  -0.0001
H  -4.0763  -2.2942  2.4956  -0.0004
H  -2.6759  -1.6873  3.9475  -0.0003
H  1.0895  0.2752  4.5371  -0.0003
H  1.2021  0.6287  2.0864  0.0000

Computed properties:
LUMO energy (alpha / beta) = -9.42 / -11.44 eV
Spin multiplicity = 4
HOMO (alpha / beta) = -16.894 / -17.294 eV
Charge = +3



2.
Density functional theory data (ωB97M-V/def2-TZVPD) for a 4-piece molecular cluster, C11H26O10S overall.

Last column: natural (NBO) charge in e.
Atoms and positions in Å:
O  3.4874  1.0102  3.1282  -0.5427
C  2.6457  0.1578  3.2134  0.6661
O  1.3125  0.4401  3.2544  -0.5530
C  0.6602  -0.1331  2.1064  -0.0646
C  -0.3505  0.8522  1.5416  -0.4244
C  -1.4638  0.0759  0.8677  -0.4290
C  -2.3277  0.9674  0.0128  -0.0715
O  -3.5500  0.3584  -0.4330  -0.7043
S  -3.4823  -0.9505  -1.4033  1.7770
O  -3.2204  -2.0621  -0.5210  -0.9548
O  -2.0880  -0.5902  -2.1851  -0.7226
C  -1.4490  -1.7357  -2.7372  -0.1162
C  0.0387  -1.4653  -2.7553  -0.0882
O  0.3977  -0.8063  -3.9756  -0.5514
C  1.1864  0.2879  -3.7818  0.6520
O  0.7500  1.4021  -3.5488  -0.5202
H  2.8592  -0.9123  3.2763  0.1117
H  0.1440  -1.0514  2.3638  0.1820
H  1.3866  -0.3579  1.3329  0.1763
H  -0.7212  1.4958  2.3281  0.2327
H  0.1675  1.4857  0.8299  0.2078
H  -1.0408  -0.7319  0.2799  0.1992
H  -2.0782  -0.3909  1.6273  0.2203
H  -2.6420  1.7962  0.6348  0.1978
H  -1.7791  1.4055  -0.8085  0.1984
H  -1.7604  -1.9113  -3.7577  0.2143
H  -1.6197  -2.6334  -2.1584  0.2092
H  0.2286  -0.7892  -1.9287  0.1908
H  0.6189  -2.3638  -2.5850  0.1877
H  2.2639  0.1225  -3.8820  0.1179
C  0.1138  2.8851  6.2003  -0.2473
O  -0.6038  2.2784  5.1319  -0.7295
H  -0.4223  3.7864  6.4851  0.1823
H  0.1704  2.2206  7.0671  0.1588
H  1.1255  3.1598  5.8893  0.1658
H  -0.1283  1.4835  4.8791  0.4697
C  -4.0928  -3.8604  -5.8130  -0.2485
O  -4.1357  -3.3669  -4.4755  -0.7277
H  -4.1032  -3.0016  -6.4781  0.1863
H  -3.1813  -4.4367  -5.9931  0.1609
H  -4.9621  -4.4859  -6.0295  0.1658
H  -4.1303  -4.1243  -3.8869  0.4649
C  6.3236  2.4175  1.0618  -0.2450
O  4.9968  2.9251  1.0248  -0.7260
H  6.9769  3.1755  0.6374  0.1796
H  6.6394  2.2136  2.0887  0.1632
H  6.4165  1.5022  0.4692  0.1540
H  4.4227  2.2558  1.4051  0.4742

Computed properties:
LUMO energy = 0.30 eV
Relative energy (zero: lowest compared OMol25 entry of this formula, charge and spin) = 0.435 eV
Spin multiplicity = 1
HOMO = -10.041 eV



3.
Density functional theory data (ωB97M-V/def2-TZVPD) for one molecule with the formula C4H4N2O2.

Last column: natural (NBO) charge in e.
Atoms and positions in Å:
C  -0.3654  -0.8472  -0.4119  -0.1820
C  -1.4343  -0.0611  -0.2682  -0.3168
C  0.8787  -0.1619  -0.2192  -0.1407
C  -1.4247  1.3924  -0.2226  0.7088
N  1.8977  1.7001  0.5461  -0.5109
N  0.9449  1.0962  0.0611  0.2459
O  -0.2838  1.9699  0.1446  -0.3654
O  -2.4647  1.9269  -0.5863  -0.5495
H  -0.4845  -1.9493  -0.4710  0.2486
H  -2.4628  -0.5782  -0.4004  0.2414
H  1.8998  -0.4292  -0.0563  0.2562
H  1.8354  2.7228  0.5081  0.3643

Computed properties:
LUMO energy (alpha / beta) = -0.36 / -0.36 eV
Relative energy (zero: lowest compared OMol25 entry of this formula, charge and spin) = 5.307 eV
Spin multiplicity = 1
HOMO (alpha / beta) = -8.388 / -8.387 eV



4.
Density functional theory data (ωB97M-V/def2-TZVPD) for one molecule with the formula C18H23N3O4.

Last column: natural (NBO) charge in e.
Atoms and positions in Å:
C  -4.5388  0.7188  4.2890  -0.6358
C  -3.9857  1.4709  3.0873  -0.0682
O  -2.5920  1.2225  2.9048  -0.5245
C  -2.2792  0.0709  2.2714  0.8956
O  -3.0837  -0.7018  1.8078  -0.6606
N  -0.9380  -0.1107  2.2263  -0.4571
C  -0.3819  -1.2105  1.4724  -0.2146
C  0.6973  -0.7013  0.5209  -0.2251
N  1.7548  -0.0410  1.2669  -0.4469
C  2.9727  0.3346  0.8098  0.6902
O  3.7587  0.9183  1.5364  -0.6285
C  3.4026  0.0384  -0.6288  -0.3104
C  3.4834  -1.4454  -0.9922  -0.5031
C  2.3466  -1.6944  -1.9727  0.6884
O  1.9989  -2.7837  -2.3650  -0.5999
N  1.8110  -0.4898  -2.3212  -0.4637
C  0.7103  -0.2875  -3.1711  0.2270
C  0.5148  0.9536  -3.7745  -0.2752
C  -0.5808  1.1666  -4.5916  -0.1956
C  -1.4954  0.1539  -4.8191  -0.2286
C  -1.3039  -1.0797  -4.2206  -0.1788
C  -0.2151  -1.3040  -3.3996  -0.2589
C  2.4979  0.6361  -1.7188  -0.2038
C  1.4107  0.3342  2.6301  -0.2388
C  -0.0024  0.8933  2.6946  -0.2158
H  -5.5828  0.9811  4.4337  0.2159
H  -3.9793  0.9754  5.1856  0.2075
H  -4.4646  -0.3522  4.1177  0.2251
H  -4.0596  2.5512  3.2289  0.1866
H  -4.5213  1.1751  2.1795  0.2003
H  0.0337  -1.9652  2.1497  0.1920
H  -1.1961  -1.6684  0.9065  0.2573
H  0.2304  -0.0045  -0.1864  0.1954
H  1.0889  -1.5522  -0.0363  0.2154
H  4.3938  0.4960  -0.6857  0.2512
H  4.4223  -1.6809  -1.4968  0.2483
H  3.4045  -2.1130  -0.1344  0.2423
H  1.2176  1.7574  -3.6221  0.2140
H  -0.7154  2.1336  -5.0535  0.2147
H  -2.3486  0.3248  -5.4576  0.2148
H  -2.0113  -1.8778  -4.3877  0.2155
H  -0.0745  -2.2694  -2.9447  0.2505
H  3.1105  1.1509  -2.4680  0.2031
H  1.7786  1.3549  -1.3156  0.2095
H  2.1336  1.0872  2.9511  0.2619
H  1.5038  -0.5328  3.2925  0.1947
H  -0.2493  1.1687  3.7234  0.2218
H  -0.0778  1.7979  2.0776  0.1945

Computed properties:
LUMO energy = 0.56 eV
Relative energy (zero: lowest compared OMol25 entry of this formula, charge and spin) = 0.798 eV
Spin multiplicity = 1
HOMO = -8.735 eV



5.
Density functional theory data (ωB97M-V/def2-TZVPD) for a 2-piece molecular cluster, C2H3ClSi overall.

Last column: natural (NBO) charge in e.
Atoms and positions in Å:
C  -2.1976  0.2800  0.9120  -0.2342
C  -1.1071  0.1659  0.4462  -0.2379
Si  3.8286  -0.3764  -1.0676  0.7488
Cl  3.8308  0.8544  0.5560  -0.4420
H  -3.1909  0.5082  1.2308  0.2341
H  -0.0744  -0.0672  0.3166  0.2370
H  2.3848  -0.9546  -0.9453  -0.3059

Computed properties:
LUMO energy = -1.02 eV
Relative energy (zero: lowest compared OMol25 entry of this formula, charge and spin) = 2.135 eV
Spin multiplicity = 1
HOMO = -9.057 eV



6.
Density functional theory data (ωB97M-V/def2-TZVPD) for a 5-piece molecular cluster, C42H79BCl2FN6O6 overall.

Last column: Löwdin charge in e.
Atoms and positions in Å:
C  -0.5002  -4.1041  2.3058  -0.0753
C  -1.2430  -2.7780  2.0531  -0.2121
C  -0.2809  -1.7077  1.5300  -0.1399
C  -0.7957  -0.2360  1.6003  -0.2920
C  -2.2992  -0.1683  1.2868  -0.1300
C  -2.7555  -0.7114  -0.0696  -0.1678
C  -4.2911  -0.7851  -0.1328  -0.1540
C  -4.7787  -0.2327  -1.4494  -0.2754
O  -6.1933  -0.2644  -1.4831  -0.0487
C  -0.5721  0.1594  3.0918  -0.1600
C  -1.5584  1.1951  3.6658  -0.0284
B  -2.6865  0.5243  4.5366  -0.6514
O  -2.3572  -0.1698  5.6915  0.1674
O  -3.9795  0.6197  4.1247  0.1759
C  0.8977  0.4441  3.3963  -0.1923
F  1.1129  1.5119  4.2344  0.0471
N  1.7388  0.6850  2.1694  0.0682
C  3.1604  0.9424  2.5987  -0.0841
C  4.1593  0.0568  1.8420  -0.0703
C  5.3701  -0.1459  2.7428  -0.4983
N  6.4168  0.7555  2.5879  0.1660
O  5.3582  -1.0526  3.6010  0.0516
C  1.0477  1.6210  1.1715  -0.2862
C  2.1026  2.0138  0.1379  -0.1541
C  1.6700  2.8786  -1.0575  -0.0505
C  0.4911  2.8491  1.9277  -0.6067
Cl  -0.7786  3.7352  1.0369  0.7726
C  1.5038  3.8397  2.5291  -0.6850
C  2.1045  4.9158  1.6433  -0.1270
Cl  0.6008  4.6796  3.8689  0.6630
C  -0.0966  0.7433  0.5848  -0.1399
C  0.2158  0.0404  -0.7301  -0.1881
O  -0.1965  0.8119  -1.8428  -0.1437
C  0.3612  0.2731  -3.0387  -0.1700
C  -0.2000  0.9649  -4.2702  -0.1741
O  -0.4334  0.0457  -5.3097  -0.1340
C  0.7331  -0.4949  -5.9065  -0.2641
C  0.9522  -1.9437  -5.5172  -0.0750
H  0.5721  -3.9614  2.4098  0.0684
H  -0.8541  -4.5978  3.2030  0.0742
H  -0.6389  -4.7910  1.4785  0.0775
H  -1.6863  -2.4646  2.9930  0.1044
H  -2.0119  -2.9851  1.3228  0.1058
H  0.0523  -2.0340  0.5494  0.1180
H  0.5918  -1.8101  2.1796  0.1025
H  -2.6037  0.8739  1.2919  0.1194
H  -2.8802  -0.6459  2.0703  0.1203
H  -2.2977  -1.6579  -0.3347  0.1110
H  -2.4443  -0.0060  -0.8389  0.0994
H  -4.6564  -1.7933  0.0181  0.1252
H  -4.6728  -0.1192  0.6381  0.1146
H  -4.3352  -0.7767  -2.2844  0.1318
H  -4.4416  0.8030  -1.5384  0.0906
H  -6.4871  -0.3350  -2.3905  0.0860
H  -0.7591  -0.7537  3.6451  0.1273
H  -1.0621  1.8778  4.3579  0.1183
H  -1.9888  1.8444  2.9134  0.0942
H  -2.5267  -1.1099  5.6095  0.1111
H  -4.5597  0.3683  4.8524  0.1011
H  1.3551  -0.4242  3.8695  0.1783
H  1.8063  -0.1997  1.6666  0.1571
H  3.2683  0.6923  3.6473  0.1389
H  3.4663  1.9704  2.4923  0.1182
H  3.7630  -0.9403  1.6822  0.1340
H  4.4601  0.5328  0.9150  0.1124
H  7.2627  0.3002  2.9119  0.1022
H  6.5639  0.9960  1.6131  0.0943
H  2.6065  1.1332  -0.2437  0.1045
H  2.8957  2.5693  0.6278  0.0927
H  2.0601  3.8856  -0.9706  0.0719
H  0.6060  2.9454  -1.2162  0.0526
H  2.1014  2.4735  -1.9655  0.0803
H  -0.0824  2.5109  2.7750  0.0156
H  2.2849  3.3375  3.0788  0.0721
H  1.4440  5.2552  0.8571  0.0605
H  3.0349  4.5840  1.1883  0.0777
H  2.3661  5.7661  2.2584  0.0717
H  -0.8888  1.4318  0.3167  0.0919
H  1.2596  -0.2642  -0.8351  0.1318
H  -0.3500  -0.8824  -0.7856  0.1007
H  0.1256  -0.7895  -3.0903  0.1286
H  1.4477  0.3794  -3.0098  0.1225
H  -1.1293  1.4656  -4.0368  0.1083
H  0.5108  1.7171  -4.6164  0.1254
H  1.6169  0.0987  -5.6791  0.1175
H  0.5820  -0.4465  -6.9822  0.1188
H  1.4827  -2.4777  -6.2979  0.0643
H  1.5498  -2.0229  -4.6107  0.0660
H  0.0085  -2.4371  -5.3165  0.0828
C  0.1904  -7.2126  -7.7800  -0.1069
C  0.9728  -5.9072  -7.6981  -0.2631
C  2.0585  -5.9286  -6.6138  -0.1941
C  1.4697  -6.1410  -5.2918  -0.2445
N  0.9859  -6.2905  -4.2562  0.1405
H  -0.3442  -7.4145  -6.8514  0.0715
H  -0.5467  -7.1665  -8.5806  0.0740
H  0.8529  -8.0559  -7.9813  0.0783
H  0.2859  -5.0813  -7.5041  0.1056
H  1.4500  -5.7073  -8.6586  0.1086
H  2.6027  -4.9841  -6.6036  0.1069
H  2.7754  -6.7264  -6.8109  0.1205
C  11.2601  -0.1477  0.7788  -0.1063
C  10.7305  -1.1383  1.8095  -0.2584
C  9.9123  -2.2748  1.1830  -0.1850
C  8.7391  -1.7646  0.4751  -0.2356
N  7.8183  -1.3533  -0.0843  0.1358
H  10.4470  0.3527  0.2508  0.0681
H  11.8614  0.6214  1.2616  0.0750
H  11.8863  -0.6482  0.0394  0.0801
H  10.1162  -0.6116  2.5431  0.1020
H  11.5650  -1.5789  2.3550  0.1113
H  9.5682  -2.9701  1.9487  0.1205
H  10.5202  -2.8357  0.4724  0.1250
C  -4.7060  5.5530  -2.2123  -0.1012
C  -4.4979  4.2865  -1.3904  -0.2527
C  -3.3247  3.4356  -1.8938  -0.2053
C  -3.5508  2.9967  -3.2678  -0.2429
N  -3.7296  2.6526  -4.3536  0.1678
H  -4.9526  5.3182  -3.2481  0.0742
H  -5.5261  6.1424  -1.8047  0.0754
H  -3.8099  6.1763  -2.2089  0.0779
H  -5.4093  3.6865  -1.4048  0.1134
H  -4.3076  4.5540  -0.3490  0.1057
H  -3.1978  2.5500  -1.2691  0.0869
H  -2.3948  4.0065  -1.8556  0.1111
C  -9.6687  0.6615  4.2727  -0.1052
C  -8.3903  1.4793  4.4136  -0.2556
C  -7.2536  0.9715  3.5169  -0.1894
C  -6.8935  -0.4094  3.8416  -0.2505
N  -6.6364  -1.5012  4.1100  0.1583
H  -9.5139  -0.3741  4.5772  0.0723
H  -10.4575  1.0741  4.9001  0.0745
H  -10.0239  0.6631  3.2411  0.0789
H  -8.0623  1.4679  5.4548  0.1116
H  -8.5914  2.5196  4.1546  0.1090
H  -6.3639  1.5904  3.6288  0.1029
H  -7.5506  1.0055  2.4674  0.1249

Computed properties:
LUMO energy = -2.05 eV
Spin multiplicity = 1
HOMO = -11.644 eV
Charge = +1



no.,F_max (Eh/bohr)
1,0.002
2,0.050
3,0.073
4,0.010
5,0.023
6,0.058